Below is 15 unconnected molecules or ions with the total composition C45H105N15O15 at a distorted geometry, with properties calculated with wB97M-V/def2-TZVPD.

The geometry in XYZ format:
```
180
Properties=species:S:1:pos:R:3:mulliken_spin:R:1
C 0.0251 5.4047 0.0966 -0.04
C 0.3039 6.2178 -1.2066 -0.06
O -0.1673 7.3348 -1.3335 0.42
N 1.2172 5.8278 -2.0889 0.60
C 1.9090 4.5328 -1.9201 0.01
H -0.4045 5.9323 0.9481 0.00
H 0.8896 4.9028 0.5313 0.00
H -0.7098 4.6092 -0.0267 -0.01
H 1.3328 6.2091 -3.0170 -0.04
H 2.4842 4.3888 -1.0055 0.04
H 2.5131 4.2860 -2.7932 0.00
H 1.2350 3.6829 -2.0269 0.07
C -4.3764 -2.1065 1.6492 0.00
C -4.7777 -2.7517 0.3056 0.00
O -4.0372 -3.5626 -0.1562 0.00
N -5.8235 -2.2336 -0.4322 0.00
C -6.2469 -2.7160 -1.7419 0.00
H -3.8907 -2.8681 2.2592 0.00
H -5.2502 -1.6955 2.1548 0.00
H -3.7211 -1.2484 1.4999 0.00
H -6.2642 -1.4551 0.0366 0.00
H -6.0142 -3.7531 -1.9837 0.00
H -5.8656 -2.0114 -2.4809 0.00
H -7.3193 -2.5291 -1.7978 0.00
C 2.9808 1.1813 -2.6141 0.00
C 3.9496 1.5005 -1.4437 0.00
O 4.2837 2.6123 -1.3114 0.01
N 4.4074 0.5061 -0.6193 0.00
C 5.2096 0.7200 0.5545 0.00
H 3.1607 0.2264 -3.1079 0.00
H 3.3202 1.9136 -3.3468 0.00
H 1.9549 1.2835 -2.2602 0.00
H 4.2175 -0.4278 -0.9537 0.00
H 6.2014 0.3123 0.3591 0.00
H 4.6796 0.3583 1.4356 0.00
H 5.4445 1.7685 0.7382 0.00
C 4.6533 -7.8613 2.6837 0.00
C 3.9792 -6.5807 2.2122 0.00
O 4.6949 -5.6239 1.9475 0.00
N 2.6730 -6.6350 1.9364 0.00
C 1.9595 -5.6197 1.2129 0.00
H 4.7119 -7.7205 3.7630 0.00
H 5.6016 -8.1111 2.2080 0.00
H 3.9250 -8.6451 2.4753 0.00
H 2.2021 -7.4549 2.2915 0.00
H 2.2512 -5.6291 0.1627 0.00
H 2.1649 -4.6475 1.6609 0.00
H 0.8902 -5.8108 1.3034 0.00
C 4.7109 -3.7767 -1.0638 0.00
C 4.5222 -2.7908 -2.1000 0.00
O 3.5277 -2.1170 -2.1049 0.00
N 5.5413 -2.4851 -2.8624 0.00
C 6.7541 -3.2986 -3.1526 0.00
H 5.0039 -4.7856 -1.3544 0.00
H 3.7311 -3.9641 -0.6246 0.00
H 5.2914 -3.4901 -0.1869 0.00
H 5.4806 -1.6241 -3.3869 0.00
H 6.7130 -3.7228 -4.1558 0.00
H 6.9348 -4.1314 -2.4729 0.00
H 7.6089 -2.6244 -3.1004 0.00
C -2.1380 4.6212 3.3462 0.00
C -2.7663 5.9319 3.8064 0.00
O -4.0039 5.9899 3.8655 0.00
N -2.0070 7.0114 4.0245 0.00
C -2.6465 8.1992 4.5784 0.00
H -2.6795 4.1880 2.5052 0.00
H -1.9659 3.8450 4.0918 0.00
H -1.2316 4.9374 2.8301 0.00
H -1.0048 7.0129 3.8994 0.00
H -3.6775 8.3207 4.2461 0.00
H -1.9924 9.0267 4.3035 0.00
H -2.5720 8.1794 5.6657 0.00
C -5.6382 5.3641 -0.6412 0.00
C -4.3586 4.6608 -0.9089 0.00
O -3.5110 4.5194 0.0366 0.00
N -4.2081 4.1540 -2.1193 0.00
C -2.9265 3.5210 -2.5232 0.00
H -5.7982 5.5684 0.4175 0.00
H -6.5087 4.7879 -0.9548 0.00
H -5.6885 6.2794 -1.2309 0.00
H -4.9096 4.5181 -2.7481 0.00
H -2.2903 3.1438 -1.7226 0.00
H -2.2253 4.1249 -3.0991 0.00
H -3.0494 2.6556 -3.1743 0.00
C -8.8692 1.7944 1.5689 0.00
C -7.9288 1.1619 0.6233 0.00
O -7.8046 -0.0332 0.5187 0.00
N -7.2920 1.9666 -0.1701 0.00
C -6.2470 1.4552 -1.1643 0.00
H -8.2753 2.1736 2.4006 0.00
H -9.4489 0.9407 1.9202 0.00
H -9.4101 2.6216 1.1094 0.00
H -7.2841 2.9571 0.0272 0.00
H -5.2250 1.4351 -0.7858 0.00
H -6.0962 2.2145 -1.9316 0.00
H -6.6757 0.5381 -1.5681 0.00
C 2.4868 -2.3142 3.7616 0.00
C 3.9250 -1.9356 3.6694 0.00
O 4.1217 -0.8212 4.0592 0.00
N 4.7979 -2.7219 3.0450 0.00
C 6.2095 -2.4418 2.8621 0.00
H 2.0961 -2.0824 4.7524 0.00
H 2.3914 -3.3871 3.5945 0.00
H 1.7426 -1.9402 3.0584 0.00
H 4.4466 -3.5979 2.6853 0.00
H 6.5957 -2.4345 1.8428 0.00
H 6.6747 -3.3204 3.3090 0.00
H 6.7340 -1.6687 3.4237 0.00
C -0.9330 0.2381 4.8371 0.00
C -1.1808 -1.0693 4.1260 0.00
O -1.4174 -1.0425 2.9221 0.00
N -1.0168 -2.2365 4.7715 0.00
C -1.1211 -3.5409 4.1839 0.00
H -1.5373 1.0460 4.4246 0.00
H 0.1242 0.4503 4.6775 0.00
H -1.0934 0.1740 5.9133 0.00
H -0.6589 -2.1684 5.7134 0.00
H -2.1099 -3.6777 3.7461 0.00
H -0.9961 -4.1668 5.0675 0.00
H -0.3539 -3.7693 3.4441 0.00
C 1.5675 -4.2301 -3.6921 0.00
C 1.2128 -3.5991 -5.1119 0.00
O 1.3845 -4.2903 -6.0953 0.00
N 0.7745 -2.3422 -5.1391 0.00
C 0.6401 -1.4350 -4.0463 0.00
H 2.4936 -4.7663 -3.8992 0.00
H 0.7405 -4.8779 -3.4016 0.00
H 1.7939 -3.4752 -2.9390 0.00
H 0.6173 -2.0938 -6.1054 0.00
H 0.0589 -1.8660 -3.2311 0.00
H 0.1701 -0.5058 -4.3682 0.00
H 1.5602 -1.0902 -3.5745 0.00
C -0.7613 2.1084 -4.8589 0.00
C 0.2211 3.1664 -5.0920 0.00
O 1.4263 2.9594 -5.0319 0.00
N -0.2456 4.4425 -5.4539 0.00
C 0.5871 5.5510 -5.8157 0.00
H -0.6300 1.6016 -3.9029 0.00
H -0.5295 1.3320 -5.5880 0.00
H -1.7842 2.4200 -5.0705 0.00
H -1.2494 4.5081 -5.5442 0.00
H 0.0724 6.5093 -5.8850 0.00
H 1.1969 5.4679 -6.7154 0.00
H 1.3987 5.7287 -5.1101 0.00
C 5.3997 2.5995 3.8701 0.00
C 4.0928 2.8096 3.1020 0.00
O 3.9475 3.8524 2.4831 0.00
N 3.1506 1.8532 3.0497 0.00
C 1.8446 1.9392 2.4187 0.00
H 5.6495 1.5404 3.9329 0.00
H 5.3276 2.9144 4.9112 0.00
H 6.1830 3.1593 3.3591 0.00
H 3.3703 0.9191 3.3647 0.00
H 1.3478 1.0581 2.8248 0.00
H 1.9109 1.9481 1.3307 0.00
H 1.2273 2.8125 2.6289 0.00
C -0.8988 -4.2853 -0.6788 0.00
C -1.3324 -5.5509 -1.2545 0.00
O -0.4805 -6.4625 -1.3401 0.00
N -2.5937 -5.6671 -1.6833 0.00
C -2.9677 -6.7511 -2.5210 0.00
H 0.1622 -4.3933 -0.4535 0.00
H -1.2485 -4.1782 0.3480 0.00
H -1.0276 -3.3604 -1.2410 0.00
H -3.2810 -4.9505 -1.4983 0.00
H -3.0611 -7.7026 -1.9975 0.00
H -2.1197 -7.0272 -3.1476 0.00
H -3.8392 -6.5694 -3.1499 0.00
C -1.9763 1.1897 0.3986 0.00
C -0.7706 0.5864 -0.2266 0.00
O -0.2877 1.1127 -1.2612 0.01
N -0.1739 -0.4930 0.3948 0.00
C 1.0415 -1.2762 -0.0598 0.00
H -2.0545 0.5284 1.2615 0.00
H -2.8360 1.0193 -0.2495 0.00
H -1.8422 2.2014 0.7813 0.00
H -0.5887 -0.7749 1.2715 0.00
H 1.8600 -0.5825 -0.2522 0.00
H 0.7540 -1.8994 -0.9066 0.00
H 1.4428 -1.9027 0.7367 0.00
```

The charge is +1. As for the spin multiplicity: 2. As for the HOMO-LUMO gap (alpha / beta): 8.16 / 2.74 eV. The calculation puts the maximum force at 5.33 eV/Å. The calculation puts the energy above the lowest of the compared OMol25 structures with the same formula, charge and spin at 45.3 kcal per mole.

***

Below is 10 unconnected molecules or ions with the total composition C45H106N4O13 at a distorted geometry, with properties calculated with wB97M-V/def2-TZVPD.

The geometry in XYZ format:
```
168
Properties=species:S:1:pos:R:3:lowdin_charge:R:1
C -0.9386 2.8762 2.7756 -0.16
O -2.2827 2.6081 3.0204 -0.11
H -0.4308 2.0599 2.2443 0.08
H -0.8408 3.7264 2.0829 0.09
H -0.3958 3.1486 3.6699 0.08
H -2.2071 2.3061 3.9309 0.06
C 0.2398 -5.7823 2.5322 -0.17
O 0.4748 -4.7981 1.5827 -0.15
H 1.0049 -6.6010 2.5701 0.09
H 0.2682 -5.3458 3.5505 0.07
H -0.7659 -6.1369 2.2737 0.09
H 1.2566 -4.3220 1.9422 0.05
C 3.6466 -2.8983 1.9149 -0.14
O 2.2411 -2.7704 1.7266 -0.16
H 4.0664 -3.7503 1.3756 0.08
H 4.2147 -2.0535 1.5378 0.08
H 3.9425 -3.0191 2.9404 0.06
H 2.0726 -1.9784 1.1348 0.07
C 0.0722 -4.9626 -1.9058 -0.27
C 0.0136 -4.2698 -3.1803 -0.22
O 0.7990 -4.9362 -4.2627 -0.08
O 1.3814 -4.8543 -1.3496 -0.07
H -0.1896 -6.0597 -1.9999 0.14
H -0.7000 -4.4799 -1.2934 0.12
H 0.3326 -3.2374 -3.0251 0.09
H -1.0056 -4.1921 -3.5259 0.12
H 1.6505 -5.1382 -3.8573 0.06
H 1.2580 -4.9056 -0.3925 0.05
C 3.2320 -2.3877 -2.9364 -0.24
C 4.8159 -2.4370 -3.1515 -0.17
O 5.3761 -3.7792 -2.9273 -0.08
O 2.9072 -1.0530 -2.7534 -0.09
H 2.9335 -2.9945 -2.0693 0.11
H 2.8149 -2.8245 -3.8733 0.13
H 5.0863 -1.9151 -2.2563 0.10
H 5.0518 -1.9488 -4.0581 0.10
H 5.1217 -4.2850 -3.7147 0.08
H 2.3721 -0.8712 -3.5326 0.07
C 0.4428 -1.2627 -0.9693 -0.21
C -0.6883 -0.7123 -0.2197 -0.21
O -1.8996 -1.3461 -0.7712 -0.07
O 1.6666 -0.9818 -0.2591 -0.08
H 0.5719 -0.8377 -1.9989 0.11
H 0.3329 -2.3116 -1.0603 0.09
H -0.7438 0.3875 -0.2725 0.10
H -0.6867 -0.9293 0.8598 0.11
H -2.6313 -0.9774 -0.2847 0.02
H 2.3969 -1.1597 -0.8631 0.06
C -1.2406 2.1932 -2.6254 0.00
C -1.2475 1.7993 -4.1429 -0.48
C -1.6401 3.0247 -4.9367 -0.14
C -1.5504 2.7701 -6.4329 -0.17
C -0.1174 2.3475 -6.7182 -0.14
C 0.4297 1.1023 -5.9793 -0.48
N 0.1557 1.4023 -4.5629 -0.09
O 0.6339 0.3970 -3.7535 -0.06
C -0.1925 -0.2554 -6.4166 0.01
C 1.9496 1.1179 -6.2944 -0.02
C -2.3511 0.7938 -4.2572 -0.05
H -0.8045 3.1960 -2.4706 0.07
H -0.6849 1.4246 -1.9759 0.08
H -2.2784 2.2690 -2.2556 0.07
H -2.6243 3.4181 -4.6741 0.13
H -0.9019 3.7587 -4.6978 0.11
H -1.9011 3.6197 -7.0037 0.11
H -2.2181 1.9682 -6.7408 0.10
H 0.4870 3.2039 -6.3837 0.12
H 0.0685 2.1890 -7.8054 0.13
H -0.5758 -0.0833 -7.4354 0.10
H 0.5627 -1.0047 -6.4205 0.07
H -1.0276 -0.4683 -5.7549 0.06
H 2.1336 0.9306 -7.3368 0.09
H 2.3926 2.0687 -5.9873 0.07
H 2.4280 0.3019 -5.7431 0.07
H -3.2092 1.2565 -3.7446 0.09
H -2.0701 -0.1134 -3.6956 0.10
H -2.6532 0.5175 -5.2932 0.09
H 0.2666 -0.4339 -4.0462 0.08
C 4.5163 4.3479 -4.4067 -0.04
C 4.2159 3.4650 -3.1874 -0.49
C 5.3805 3.7650 -2.2634 -0.15
C 5.0457 3.3476 -0.7786 -0.16
C 3.7845 4.1618 -0.3822 -0.14
C 2.5831 3.7565 -1.2252 -0.52
N 2.9084 4.0666 -2.6245 -0.06
O 1.7731 3.8285 -3.4521 -0.04
C 2.0471 2.3337 -0.9222 -0.01
C 1.4449 4.7352 -0.8485 -0.05
C 4.0416 2.0028 -3.5607 -0.02
H 4.6245 5.3497 -3.9795 0.08
H 3.7313 4.3213 -5.1559 0.07
H 5.4641 3.9917 -4.8544 0.09
H 6.2916 3.2347 -2.5143 0.11
H 5.6592 4.8289 -2.1741 0.12
H 5.9415 3.6205 -0.1450 0.12
H 5.0128 2.2447 -0.6784 0.10
H 3.8855 5.2247 -0.5015 0.11
H 3.5368 3.9468 0.6666 0.12
H 1.4119 2.3548 -0.0151 0.09
H 1.4490 1.9814 -1.7431 0.04
H 2.8677 1.6123 -0.8307 0.07
H 1.7032 5.7924 -1.1133 0.10
H 0.5028 4.5331 -1.4065 0.07
H 1.1968 4.6923 0.2247 0.08
H 3.2164 1.8498 -4.2844 0.05
H 3.7447 1.3503 -2.7111 0.07
H 4.9490 1.5118 -3.9342 0.10
H 1.5094 2.9024 -3.4872 0.04
C 0.7909 0.8714 7.2948 -0.02
C -0.4769 0.1308 6.6669 -0.46
C -0.4126 0.3202 5.1562 -0.15
C 0.5664 -0.5790 4.4593 -0.20
C 0.2836 -1.9615 4.7844 -0.17
C 0.4055 -2.2704 6.2507 -0.48
N -0.5490 -1.3258 6.9678 -0.09
O -0.6279 -1.5164 8.3710 -0.03
C -0.1764 -3.6646 6.6199 -0.03
C 1.8305 -2.1950 6.8018 -0.02
C -1.7927 0.8066 7.1943 -0.02
H 0.7488 1.9373 7.0232 0.08
H 0.8552 0.7868 8.3756 0.07
H 1.7599 0.6003 6.8801 0.06
H -1.4185 0.1424 4.7426 0.11
H -0.3023 1.3923 4.9244 0.10
H 0.5709 -0.4380 3.3492 0.13
H 1.5936 -0.3547 4.7450 0.11
H 0.9263 -2.5223 4.1217 0.12
H -0.7428 -2.2149 4.4776 0.12
H -0.1540 -3.7999 7.6925 0.07
H 0.4258 -4.4204 6.1288 0.07
H -1.2020 -3.8509 6.2248 0.10
H 1.8832 -2.2840 7.8851 0.08
H 2.2423 -1.2667 6.4015 0.06
H 2.4623 -2.9999 6.4033 0.09
H -2.6126 0.3603 6.6289 0.07
H -1.9333 0.6039 8.2699 0.09
H -1.7888 1.8592 6.9115 0.08
H 0.2265 -1.2053 8.7064 0.08
C -4.8338 0.9520 -0.9756 -0.03
C -5.2215 0.5229 0.4857 -0.47
C -6.4875 -0.3624 0.4917 -0.14
C -6.7852 -1.0191 1.8242 -0.18
C -5.5557 -1.8909 2.2019 -0.13
C -4.2860 -1.0421 2.3065 -0.49
N -4.0943 -0.3459 0.9880 -0.06
O -2.9476 0.4924 1.0394 -0.08
C -4.3824 -0.1156 3.5430 -0.02
C -3.1026 -1.9652 2.5439 -0.03
C -5.4049 1.8153 1.3017 -0.02
H -5.5195 1.7485 -1.3505 0.09
H -4.9036 0.1291 -1.6961 0.08
H -3.8435 1.3992 -1.0708 0.05
H -7.3845 0.1118 0.1353 0.11
H -6.1996 -1.1584 -0.2296 0.13
H -7.7153 -1.6389 1.8383 0.12
H -6.9370 -0.2954 2.6221 0.09
H -5.4784 -2.6953 1.5141 0.11
H -5.7573 -2.3272 3.2430 0.15
H -4.3449 -0.8329 4.3936 0.10
H -3.5282 0.5272 3.6135 0.05
H -5.3324 0.4153 3.6559 0.07
H -2.2249 -1.3294 2.5900 0.07
H -3.2179 -2.3346 3.5526 0.08
H -2.9536 -2.7975 1.8884 0.09
H -4.4557 2.3259 1.2986 0.07
H -5.6948 1.7079 2.3621 0.07
H -6.0641 2.4174 0.6629 0.09
H -3.0353 1.1725 1.7403 0.06
```

The charge is 0. As for the HOMO-LUMO gap: 8.78 eV. The calculation puts the maximum force at 4.22 eV/Å. Its SMILES is CC1(C)CCCC(C)(C)N1O.CC1(C)CCCC(C)(C)N1O.CC1(C)CCCC(C)(C)N1O.CC1(C)CCCC(C)(C)N1O.OCCO.OCCO.OCCO.CO.CO.CO.